Molecular formula: C25H35Br57NOS
Method: DFT, ωB97M-V/def2-TZVPD

Structure (XYZ):
```
120
C25H35Br57NOS, DFT ωB97M-V/def2-TZVPD
C -2.23012 -5.01328 1.83293
O -2.84390 -4.22048 0.83808
C -2.86873 -2.82328 1.07804
C -2.44703 -2.03376 -0.15152
C -1.19373 -1.17889 0.04807
S 0.20611 -1.93641 -0.77760
C 1.68774 -1.77760 0.22431
C 2.16610 -0.33280 0.33706
N 1.09674 0.59505 0.65574
H -1.15341 -4.82826 1.88928
H -2.66980 -4.82857 2.81407
H -2.39414 -6.05028 1.56410
H -3.87971 -2.53992 1.34304
H -2.22848 -2.58723 1.93079
H -3.23343 -1.34141 -0.44116
H -2.34365 -2.73345 -0.98027
H -0.93761 -1.01147 1.08709
H -1.27248 -0.20850 -0.42700
H -0.07883 -3.20706 -0.51600
H 1.51262 -2.23881 1.19186
H 2.41205 -2.37621 -0.32903
H 2.89124 -0.34426 1.14891
H 2.71715 -0.06166 -0.56243
H 0.81602 1.13492 -0.15414
H 1.36668 1.25679 1.36956
C -6.20720 -3.80654 2.92154
Br -7.62694 -2.77526 2.14306
Br -5.08093 -2.69237 4.01257
Br -6.87112 -5.31361 3.89443
H -5.60700 -4.18544 2.10596
C -1.53712 -3.20568 -4.60949
Br -1.50217 -1.45252 -3.81786
Br 0.23664 -3.91724 -4.77107
Br -2.67442 -4.38108 -3.61424
H -1.94846 -3.09370 -5.60184
C 3.12217 4.00362 -0.74942
Br 4.56299 2.74099 -0.83038
Br 1.70936 3.48027 -1.94559
Br 2.52020 4.24760 1.06105
H 3.49331 4.95813 -1.09546
C 5.84286 -1.83816 -1.70191
Br 4.68638 -1.43231 -3.18318
Br 7.28207 -2.98881 -2.19518
Br 6.47006 -0.22677 -0.86613
H 5.25662 -2.37579 -0.97061
C 6.90236 -0.94090 3.15642
Br 5.27417 0.06998 2.98620
Br 7.40345 -1.15475 4.99023
Br 6.78577 -2.63443 2.26560
H 7.68628 -0.37799 2.66959
C 8.52976 -1.60721 8.66308
Br 8.63959 0.01914 9.67064
Br 10.24151 -2.45245 8.48778
Br 7.21815 -2.80456 9.38763
H 8.20436 -1.34597 7.66834
C -0.12052 6.96950 0.28443
Br -1.37701 6.09917 -0.87786
Br 1.48519 7.47157 -0.64920
Br -0.90231 8.46993 1.17290
H 0.16640 6.25044 1.03761
C 0.56254 6.13010 -4.64745
Br -0.89358 5.11428 -5.38419
Br 2.24074 5.46963 -5.29259
Br 0.35079 7.99792 -4.99243
H 0.54506 5.98987 -3.57609
C -11.04371 -3.88294 3.47487
Br -12.79743 -3.10981 3.45168
Br -10.41644 -4.16388 5.26584
Br -10.96925 -5.49855 2.44265
H -10.37110 -3.17728 3.01243
C -4.75995 3.67750 -6.30895
Br -5.75345 3.20174 -4.74003
Br -4.68302 2.21908 -7.55282
Br -5.47125 5.25490 -7.13106
H -3.74903 3.89118 -5.99852
C -5.45263 0.84404 6.37832
Br -6.35896 1.10891 4.70740
Br -3.80637 -0.12042 6.13452
Br -5.13790 2.49821 7.28993
H -6.09196 0.23723 7.00183
C 3.78189 0.21225 -6.71709
Br 3.41764 1.65441 -5.49903
Br 2.46812 -1.18549 -6.55345
Br 3.95801 0.82029 -8.51935
H 4.73053 -0.21557 -6.42726
C 10.81682 -3.31693 1.81876
Br 9.91686 -2.92261 0.16903
Br 12.41734 -4.32644 1.53987
Br 11.14377 -1.70775 2.81629
H 10.14463 -3.92093 2.41038
C 7.09370 4.05864 -7.66862
Br 5.33163 4.81509 -7.66867
Br 7.57465 3.40115 -5.92903
Br 7.25316 2.68920 -8.99826
H 7.78598 4.84656 -7.92330
C -3.29066 3.04353 11.04081
Br -4.93792 3.98247 11.30855
Br -3.58461 1.16080 10.79327
Br -2.29524 3.78900 9.57837
H -2.69414 3.15952 11.93276
C -7.78283 0.64733 -2.69067
Br -7.59741 2.31802 -1.76184
Br -6.06385 -0.12477 -3.06771
Br -8.91951 -0.56718 -1.74218
H -8.24464 0.85641 -3.64485
C 6.01266 -6.22252 -4.89343
Br 4.55777 -4.96259 -4.84498
Br 6.62360 -6.64060 -3.12295
Br 5.55308 -7.79692 -5.87701
H 6.82750 -5.73729 -5.40924
C 0.20533 1.94444 6.99239
Br -1.07112 2.86586 5.89035
Br -0.64623 0.66872 8.13578
Br 1.58203 1.12004 5.93268
H 0.67729 2.68510 7.62081
C -9.10075 3.88596 -7.95110
Br -9.89517 3.38207 -6.27632
Br -8.86449 2.37002 -9.10197
Br -10.09140 5.28277 -8.81011
H -8.11967 4.27277 -7.72832
```

- HOMO-LUMO gap (eV) = 8.63
- relative energy (zero: lowest compared OMol25 entry of this formula, charge and spin) (kcal/mol) = 0.00
- spin multiplicity = 1
- HOMO level (eV) = -11.3
- energy (a.u.) = -148220.0898
- total charge = +1